Entry 1:
Computed, not measured: a structure of composition C26H37BrN2O2S7SbSi3TeTi, with ωB97M-V/def2-TZVPD.

XYZ file:
```
81
Properties=species:S:1:pos:R:3:mulliken_charge:R:1
Ti -0.8272 -0.2126 1.9440 0.4609
S -1.9794 2.2322 3.3510 -0.3078
C -2.4967 2.0989 1.7769 0.2363
N -2.0245 1.1803 0.9096 1.3732
C -2.5639 1.3256 -0.3700 -2.6544
C -2.2515 0.5677 -1.4903 0.7017
C -2.9024 0.8331 -2.6840 -0.7957
C -3.8557 1.8433 -2.7779 -1.1622
C -4.1696 2.6114 -1.6685 -0.6713
C -3.5159 2.3453 -0.4757 1.7732
S -3.7120 3.1348 1.0616 -0.3853
H -1.5330 -0.2369 -1.4067 0.1849
H -2.6753 0.2312 -3.5555 0.5376
H -4.3652 2.0207 -3.7159 0.4339
H -4.9162 3.3925 -1.7255 0.4322
Br -3.9584 -0.9503 3.6864 -0.0714
C -2.2805 -1.4632 4.3965 0.0709
C -2.2309 -2.2390 5.4978 -0.7461
C -0.9303 -2.4980 6.0767 -0.2561
C 0.1848 -2.0636 5.4807 -1.2259
C 0.1068 -1.3642 4.1916 0.2627
N -1.2073 -0.9478 3.7588 0.1619
C 1.0364 -0.1703 4.0008 0.6587
O 1.9922 0.0725 4.6945 -0.7065
O 0.6573 0.5256 2.9378 0.0491
H -3.1390 -2.5838 5.9654 0.3924
H -0.8745 -3.0294 7.0187 0.4118
H 1.1719 -2.2117 5.8954 0.4420
C 2.4963 2.0706 -3.3987 -1.1454
Si 0.9240 1.4958 -2.5384 0.8689
C 0.1842 0.2039 -3.6930 -0.5647
C -0.1319 3.0379 -2.3592 -0.8887
Sb 1.2835 0.4014 -0.2320 -1.0280
Si 2.8392 2.0867 0.9289 0.7843
C 3.8916 1.2368 2.2089 -0.7163
C 1.7090 3.3982 1.6313 -0.8844
C 4.0201 2.9199 -0.2780 -1.2145
Si 2.7605 -1.5663 -0.9635 0.5476
C 1.5933 -2.9793 -1.3459 -0.6544
C 3.7220 -1.1976 -2.5393 -1.3269
C 4.0598 -1.9811 0.3169 -0.9013
H 2.2215 2.3959 -4.4080 0.3897
H 3.2398 1.2805 -3.4945 0.2314
H 2.9579 2.9160 -2.8931 0.2833
H -0.3501 0.6964 -4.5105 0.4249
H -0.5010 -0.4909 -3.2077 -0.2330
H 0.9918 -0.3844 -4.1341 0.4010
H -0.5554 3.3194 -3.3275 0.3573
H 0.4999 3.8615 -2.0156 0.3766
H -0.9558 2.9236 -1.6574 0.1835
H 3.3018 0.6802 2.9349 -0.0345
H 4.4591 1.9946 2.7584 0.3814
H 4.6052 0.5608 1.7351 0.2523
H 1.0135 2.9691 2.3532 0.0750
H 1.1294 3.8749 0.8362 0.2458
H 2.2949 4.1740 2.1331 0.4366
H 4.5386 2.2044 -0.9187 0.2892
H 4.7737 3.4591 0.3045 0.4043
H 3.5112 3.6458 -0.9122 0.2667
H 0.9590 -2.7097 -2.1950 0.1263
H 0.9320 -3.2209 -0.5121 0.0056
H 2.1644 -3.8741 -1.6120 0.4679
H 3.0762 -0.9806 -3.3895 0.2981
H 4.3221 -2.0775 -2.7919 0.4317
H 4.4058 -0.3576 -2.4010 0.2618
H 3.6565 -2.0004 1.3270 0.1909
H 4.8664 -1.2458 0.2695 0.2659
H 4.4879 -2.9634 0.0942 0.3717
Te 0.7588 -2.5394 2.3591 0.0019
C -2.1887 -4.5750 -1.5933 -0.8439
S -2.4152 -3.0073 -2.4661 0.0310
C -3.6148 -2.2061 -1.4659 0.6652
C -3.4315 -1.7431 -0.2085 -0.5004
S -2.0010 -2.0775 0.7523 -0.2645
S -4.7661 -0.7970 0.4101 -0.1510
C -5.7650 -0.8047 -1.0005 0.0168
S -7.2060 -0.0144 -1.1023 -0.2327
S -5.1200 -1.8010 -2.2474 -0.2287
H -1.4497 -5.1364 -2.1642 0.3847
H -3.1241 -5.1292 -1.5626 0.3311
H -1.8148 -4.3912 -0.5885 0.1619
```

Calculated values
- net charge = -1
- HOMO level (eV) = -4.311
- energy relative to the best compared isomer or geometry (same formula, charge and spin) (kcal/mol) = 26.4
- LUMO (Ha) = 0.066

=====

Entry 2:
Computed, not measured: a structure of composition C26H37FN2O2 in a non-equilibrium geometry, with ωB97M-V/def2-TZVPD.

XYZ file:
```
68
Properties=species:S:1:pos:R:3:nbo_charge:R:1
C 2.8050 0.6108 1.8301 -0.6020
H 2.5973 -0.3791 2.3008 0.1850
H 3.6712 0.9033 2.0758 0.1789
H 2.0052 1.2332 2.2373 0.1946
C 2.3623 0.5228 0.0885 -0.1472
N 1.1867 0.2330 -0.0907 -0.5641
C 0.8900 -1.0324 0.2907 -0.1995
H 1.5576 -1.9101 0.4786 0.2225
C -0.1686 -1.2899 1.5520 -0.1799
C -0.5822 -2.5747 1.9936 -0.4083
C -1.3653 -2.7115 3.3326 -0.4129
C -2.6348 -1.8333 2.8957 -0.2347
N -2.3368 -0.2569 2.4297 -0.4510
C -3.2787 0.5890 2.5917 -0.1241
H -3.9318 0.4754 1.4721 0.0401
C -2.6767 2.1355 2.6857 -0.4142
C -3.9923 3.1566 2.7551 -0.0087
C -4.4697 3.6400 1.6678 -0.2957
C -5.7424 4.3138 1.9299 0.4611
C -6.0995 4.6920 3.1239 -0.3798
C -5.6661 4.0257 4.1088 -0.1380
C -4.3295 3.2460 4.1285 -0.2330
H -4.0382 2.7738 5.0459 0.2341
H -5.8899 4.3387 5.2286 0.2054
H -7.1961 5.0501 3.1266 0.2389
F -6.2481 4.9502 0.7760 -0.3524
H -4.1746 3.5173 0.5876 0.2502
H -2.2121 1.9717 3.7089 0.2113
H -2.0630 2.4207 1.8228 0.2126
H -3.9959 0.4841 3.3327 0.2096
C -1.4336 -0.4740 1.4404 -0.2503
H -1.1805 0.5763 1.0225 0.1999
H -1.9890 -0.8020 0.5924 0.1490
H -3.3077 -1.5309 3.7216 0.1965
H -3.2496 -2.0766 2.0647 0.1896
H -0.8752 -2.2496 4.2475 0.2347
H -1.9331 -3.6544 3.4361 0.2332
H 0.5320 -3.0672 2.3621 0.1827
H -1.0322 -3.1253 1.2023 0.2091
H 0.5650 -0.8153 2.4997 0.1789
H 0.2126 -1.4769 -0.3939 0.2052
C 0.9653 0.5991 -1.2789 -0.1228
C 1.4160 -0.1956 -2.5591 -0.0816
C 0.7339 -1.2043 -3.1720 -0.1533
C 1.3598 -2.1741 -4.1045 -0.3034
C 2.4607 -1.6157 -4.4535 0.2725
C 3.1850 -0.4646 -3.9438 -0.0083
C 2.5011 0.3114 -2.9598 -0.1943
H 3.0372 0.8798 -2.5246 0.1873
C 4.7510 -0.2589 -4.4191 -0.0718
O 5.3574 0.3536 -3.3796 -0.5227
C 5.7848 -0.5523 -2.4031 -0.2231
H 6.2590 -1.3246 -2.7556 0.1639
H 6.4227 0.2141 -1.6824 0.1756
H 4.9636 -0.8056 -1.8311 0.1655
H 4.6461 0.6366 -5.0107 0.2018
H 5.0844 -1.0731 -4.9188 0.2051
O 3.3768 -2.3918 -5.4817 -0.5717
C 2.6883 -3.5605 -5.9614 -0.2516
H 1.8381 -3.0126 -6.3632 0.1699
H 2.3535 -4.2721 -5.3650 0.1633
H 3.4236 -3.8100 -6.7134 0.2034
H 0.7172 -2.9156 -4.4697 0.2442
H -0.1179 -1.5516 -2.8081 0.1929
H 0.9036 1.7367 -1.5075 0.2405
H -0.4112 0.5244 -1.4044 0.1253
H 3.2229 -0.1405 -0.2375 0.1475
H 2.7849 1.4676 0.0057 0.2182
```

Calculated values
- HOMO level (eV) = -7.521
- energy relative to the best compared isomer or geometry (same formula, charge and spin) (kcal/mol) = 486.3
- LUMO (Ha) = 0.025

=====

Entry 3:
Computed, not measured: a structure of composition C26H38Al2BBrF6MgN2O15 in a non-equilibrium geometry, with ωB97M-V/def2-TZVPD.

XYZ file:
```
92
Properties=species:S:1:pos:R:3:mulliken_charge:R:1
C 0.0691 0.9082 1.7737 -0.6100
C 0.9388 0.8521 0.4740 -0.5042
C 0.0248 0.7754 -0.7694 -0.2326
C -0.1819 -0.6301 -1.3808 -0.5468
C -0.3859 -1.7832 -0.3755 -0.9839
C 0.8294 -2.7095 -0.1646 0.9404
C 0.3842 -3.9320 0.7140 -1.6198
C 1.5297 -4.6569 1.3392 2.3138
C 2.0977 -4.4962 2.5183 0.9623
C 1.7827 -3.5167 3.5707 -1.1182
C 2.2724 -2.1147 3.1324 1.3024
C 3.4856 -1.6608 3.9752 -0.4330
C 4.8570 -2.2530 3.5891 -0.8605
C 5.0657 -2.4546 2.1010 -0.1174
O 6.3782 -2.9953 1.9298 -0.4685
C 6.3225 -4.1737 1.1525 -0.4901
C 3.1489 -5.5464 2.6362 -0.5789
O 3.7269 -5.8775 3.5578 -0.4312
O 3.3302 -6.1189 1.3624 -0.3492
C 2.2121 -5.8123 0.6604 -1.3677
O 1.7888 -6.3513 -0.2687 -0.4214
H -1.0121 0.9131 1.5975 0.1833
H 0.2890 0.0869 2.4590 -0.1942
H 0.2987 1.8266 2.3131 0.4134
H 1.4525 1.8086 0.4160 0.5454
H 1.7010 0.0791 0.4918 0.2108
H 0.4888 1.3874 -1.5426 0.3331
H -0.9634 1.1994 -0.5481 -0.1969
H -1.0912 -0.5815 -1.9864 0.2013
H 0.6235 -0.8479 -2.0810 0.4479
H -0.7391 -1.4386 0.5935 0.3486
H -1.1473 -2.4306 -0.8194 0.3136
H 1.6817 -2.2421 0.3216 -0.6791
H 1.2153 -3.1030 -1.1033 0.3386
H -0.3377 -3.6170 1.4647 0.3419
H -0.1237 -4.5969 0.0182 0.5875
H 2.3365 -3.7913 4.4767 0.6884
H 0.7075 -3.5263 3.7508 0.5727
H 2.4367 -2.0266 2.0509 -0.5741
H 1.4700 -1.3960 3.3741 -0.2038
H 3.4881 -0.5696 3.9727 0.5328
H 3.3170 -1.9632 5.0301 -0.0563
H 5.6058 -1.5429 3.9372 0.4041
H 5.0391 -3.1889 4.1227 0.2132
H 4.3441 -3.1497 1.6976 -0.0225
H 4.9327 -1.5437 1.5522 0.4717
H 5.9983 -3.9124 0.1435 0.2728
H 7.3284 -4.5806 1.1146 0.3355
H 5.6355 -4.9071 1.5846 0.0985
Mg 1.2725 -7.6686 1.9625 0.4049
N -1.6136 -0.7225 -5.6256 0.1156
C -2.8556 -0.3372 -5.9976 -0.1168
C -2.9097 1.0770 -6.0139 -0.6312
C -1.6736 1.5324 -5.6512 -0.0007
C -0.8560 0.3807 -5.4011 -0.6457
H -1.2978 -1.6738 -5.5267 0.2570
H -3.6136 -1.0710 -6.2221 0.4156
H -3.7704 1.6703 -6.2694 0.4313
H -1.3541 2.5577 -5.5619 0.5666
H 0.1933 0.2988 -5.0878 0.6869
C -4.9425 2.2107 -0.3019 -0.4439
N -4.0007 1.0606 -0.2980 0.9643
O -3.0612 1.1019 0.4718 -0.5186
O -4.2314 0.1414 -1.0660 -0.6271
H -4.6046 2.9405 0.4270 0.2623
H -4.9407 2.6360 -1.2998 0.2433
H -5.9256 1.8276 -0.0370 0.1740
F 1.4578 0.5092 -6.1415 -0.5318
F -4.7580 4.3247 1.7453 -0.2362
Al -4.6472 5.0107 3.2737 0.2684
F -4.3700 3.8292 4.4390 -0.3256
F -6.0149 5.9116 3.6396 -0.3215
F -3.2389 6.1226 3.3041 -0.0326
Al 1.5010 -1.6285 5.8283 0.6148
O -7.6276 0.1381 0.6519 -0.6177
H -8.4609 -0.3348 0.5608 0.3031
H -6.9821 -0.5548 0.8271 0.3066
B -1.0181 5.7909 -2.6066 1.3055
O -1.0242 6.9074 -3.5670 -0.5351
C -0.1427 6.6360 -4.5306 0.4691
O 0.0943 7.3372 -5.4669 -0.5795
C 0.4963 5.2874 -4.2305 0.6168
O 1.3253 4.7353 -4.8876 -0.6064
O -0.0315 4.8134 -3.0989 -0.4284
O -0.6690 6.2679 -1.2341 -0.5752
C -1.6619 5.9734 -0.4386 0.4030
O -1.6991 6.2176 0.7435 -0.4774
C -2.7552 5.2770 -1.2324 0.6907
O -3.8003 4.8904 -0.7986 -0.5805
O -2.3587 5.1778 -2.4928 -0.6003
F 3.6703 -1.8389 0.2855 -0.8250
Br -1.7519 7.4388 2.9959 0.4436
```

Calculated values
- HOMO level (eV) = -7.363
- LUMO (Ha) = -0.225